{"formula": "C25H75N15O10", "method": "the ωB97M-V functional and the def2-TZVPD basis", "s_squared": 0.756, "total_charge": 1, "spin_multiplicity": 2, "lumo_energy_ha": [-0.078, -0.287], "de_lowest_kj_mol": 270.2, "homo_ev": [-10.79, -10.79], "gap_ev": [8.7, 3.0], "symbols": ["O", "O", "O", "O", "O", "O", "O", "O", "O", "O", "N", "N", "N", "N", "N", "N", "N", "N", "N", "N", "N", "N", "N", "N", "N", "C", "C", "C", "C", "C", "C", "C", "C", "C", "C", "C", "C", "C", "C", "C", "C", "C", "C", "C", "C", "C", "C", "C", "C", "C", "H", "H", "H", "H", "H", "H", "H", "H", "H", "H", "H", "H", "H", "H", "H", "H", "H", "H", "H", "H", "H", "H", "H", "H", "H", "H", "H", "H", "H", "H", "H", "H", "H", "H", "H", "H", "H", "H", "H", "H", "H", "H", "H", "H", "H", "H", "H", "H", "H", "H", "H", "H", "H", "H", "H", "H", "H", "H", "H", "H", "H", "H", "H", "H", "H", "H", "H", "H", "H", "H", "H", "H", "H", "H", "H"], "xyz": [[2.8879, 7.6692, -1.9524], [6.3037, -5.2110, 1.2291], [-2.6944, -1.2052, -5.2257], [-3.5252, 3.1835, 0.9979], [-0.2842, -0.6375, 0.2228], [6.5532, -0.9733, -0.5249], [0.5122, -5.5018, 2.6934], [2.3422, -1.9832, -1.9243], [-2.6320, -3.2867, -3.1465], [-3.0397, -0.9894, 3.0204], [5.1625, -0.6308, 1.1656], [7.3085, -0.4615, 1.5990], [-0.5514, 6.0200, -1.7468], [2.7150, -3.9969, -2.8088], [-1.4842, -0.6813, -6.9872], [-6.9587, 4.3112, 1.5639], [3.0521, -3.3961, 0.9225], [-2.3844, -1.3576, -2.0796], [-4.1167, -3.6664, 3.3425], [-1.4260, -3.0756, -1.3225], [-1.5024, -5.5687, 3.6477], [-0.8315, -0.0122, -5.0885], [-0.4805, -3.7533, 3.6180], [1.3107, -2.6826, -3.7053], [0.7566, 0.6178, -2.1447], [0.1914, 2.7430, -1.3018], [-0.4105, -4.9948, 3.2583], [-1.6847, -0.6653, -5.6940], [0.5880, 1.3686, -0.9069], [-4.3658, -3.7843, 0.8127], [-3.2675, 0.4025, 3.1361], [-2.5232, 4.1543, 0.7354], [1.2699, 5.8593, 0.0102], [-3.7301, -3.1186, 2.0382], [0.7564, 6.6361, -1.2460], [6.3772, -0.6397, 0.6793], [-3.9416, -1.5684, 2.0848], [1.8210, 6.7707, -2.3411], [-0.4685, 0.6799, -0.0519], [7.6743, -4.9646, 1.2089], [2.6613, 9.0226, -1.4929], [-2.1268, -2.5983, -2.2829], [2.1252, -2.8572, -2.7790], [-4.9080, 3.4910, 0.7516], [5.3313, -4.2844, 0.6739], [3.9148, -4.4860, 1.2886], [-5.5355, 4.5370, 1.7378], [0.5474, -0.8777, 1.3420], [-5.0866, 4.3894, 3.1970], [3.2977, -5.8215, 0.8287], [2.9742, -3.3013, -0.0801], [4.4813, -0.9380, 0.4861], [-2.4271, 0.6781, 3.7730], [-1.1871, -2.5429, -0.4983], [-2.6463, -3.1961, 1.9522], [1.8721, 9.5340, -2.0440], [-4.1725, 0.5777, 3.7179], [-2.2370, -1.0753, -7.5334], [3.7132, -6.6598, 1.3879], [0.6364, -1.9521, 1.5027], [-4.1527, -3.3320, -0.1558], [-4.1429, 4.9234, 3.3084], [-5.0916, 3.3390, 3.4883], [7.7025, -3.8967, 0.9925], [1.6810, 4.8582, -0.1196], [-1.1486, -4.0443, -1.3910], [1.4193, 1.0667, -2.7607], [-1.7843, -0.7433, -1.5480], [-7.3884, 5.1997, 1.7783], [-1.4978, -6.5770, 3.7053], [0.8369, -1.8037, -3.8572], [-2.3429, 4.5180, -0.2762], [0.5801, 5.9504, 0.8492], [3.6120, -6.0071, -0.1983], [1.3426, 6.9723, -3.2996], [8.1798, -5.1421, 2.1582], [2.1028, -3.6868, 1.1080], [-4.1336, -4.8492, 0.8235], [2.2116, -5.9000, 0.8768], [-0.5407, 5.0146, -1.8425], [8.3174, -5.5585, 0.5595], [-6.9564, 4.2648, 0.5549], [1.5358, 1.4626, -0.3768], [-2.3089, -4.9616, 3.6139], [2.5103, -4.7485, -3.4518], [0.1923, 3.4142, -0.4430], [-3.1386, 0.9677, 2.2131], [-5.3635, 2.5031, 0.6834], [3.5705, -4.1434, -2.2922], [2.2012, 9.1023, -0.5080], [-0.8265, -0.0197, -4.0785], [0.3053, 7.5992, -1.0072], [-0.8502, 6.4266, -2.6218], [-3.9598, -2.9231, 4.0080], [5.6187, -3.2420, 0.8112], [5.3763, -4.5427, -0.3841], [8.2721, -0.5495, 1.3093], [0.1132, -3.0013, 3.2985], [3.4679, 9.7459, -1.3730], [2.2841, 5.7987, -2.5104], [-0.6773, -0.2492, -7.4141], [4.0931, -4.5092, 2.3637], [-5.3455, 5.5608, 1.4154], [-0.3311, 0.6984, -5.6030], [5.1018, -0.9840, 2.1099], [-3.9296, -1.1919, 1.0620], [0.2762, -0.3828, 2.2746], [-5.0169, 3.8626, -0.2672], [1.3552, -3.3372, -4.4732], [2.1336, 6.3266, 0.4834], [6.9820, -0.0301, 2.4519], [0.7189, 3.2838, -2.0876], [-5.7288, 4.8001, 3.9761], [1.5643, -0.5967, 1.0682], [-5.4402, -3.9099, 0.9472], [-1.3244, 0.8357, -0.7086], [-2.7040, 5.0850, 1.2732], [-5.0603, -4.0233, 3.2933], [1.3321, -0.1618, -1.8600], [-4.9420, -1.3271, 2.4440], [-1.5715, 3.8064, 1.1371], [-0.7242, 1.2882, 0.8157], [-1.1597, -3.2657, 4.1846], [-0.8774, 2.6809, -1.5068], [-3.0384, -0.9625, -2.7400]], "forces_ev_per_a": [[0.633, 0.464, -0.074], [-1.821, -1.204, 0.911], [-0.455, -0.960, 1.295], [0.262, -0.148, -0.408], [-0.481, -1.636, 0.478], [0.543, 1.112, 1.876], [2.306, -1.061, -1.406], [0.192, -0.134, 0.480], [-1.741, -2.613, -3.736], [-0.233, -0.667, -1.554], [-3.140, 0.449, 1.246], [1.541, 0.427, 0.766], [0.973, -0.196, 0.584], [3.146, -4.735, 0.624], [-0.335, -0.592, -3.386], [-0.049, 0.105, -0.221], [-0.519, 1.107, -0.109], [-2.130, 3.682, -1.822], [0.728, -0.691, -1.062], [2.456, -3.979, 1.338], [-3.041, -2.975, 0.835], [5.453, 4.008, 5.071], [0.929, 7.289, 0.811], [-5.437, 0.895, -6.162], [0.250, -1.206, 0.071], [-1.723, 1.220, 1.347], [0.740, -0.507, -0.192], [-5.053, -2.976, -2.721], [1.600, 0.285, -0.410], [-0.654, -0.922, 1.252], [1.392, -0.201, 1.294], [-0.172, 0.901, 0.789], [0.315, 1.439, 0.301], [0.195, 1.873, -0.050], [-1.491, -1.297, -0.182], [1.108, -2.195, -4.494], [-0.649, -1.136, 0.121], [0.047, 0.674, 1.098], [-0.541, 2.644, -1.077], [0.194, 1.682, 0.073], [-2.357, -0.156, 0.318], [1.211, 2.596, 3.568], [2.600, 3.090, 4.852], [1.715, 0.816, 0.142], [0.879, -0.817, 0.139], [0.892, -1.583, -0.487], [0.241, -0.945, 0.638], [1.426, -0.517, -0.263], [-0.073, -0.147, -0.180], [0.887, -0.533, 0.043], [0.590, 0.283, -0.518], [-0.184, -0.198, 0.401], [-0.107, 0.558, 0.149], [-0.049, 0.262, 0.064], [0.306, -0.258, -0.070], [0.142, -0.043, -0.859], [-0.313, 0.319, -0.468], [0.395, 0.164, -0.241], [-0.020, -0.022, 0.117], [-0.410, 0.024, -0.069], [0.088, 0.054, 0.234], [0.324, -0.617, 0.210], [0.708, -0.135, -0.189], [1.139, 0.158, -0.224], [-0.698, -0.151, -0.480], [0.286, 0.045, 0.333], [-0.062, 0.722, -0.111], [0.173, -0.195, 0.059], [-0.595, 0.009, 0.115], [-0.602, 0.274, -0.272], [0.230, -0.151, 0.165], [-0.460, -0.651, -0.534], [-0.547, -0.608, -0.290], [-0.109, 0.039, -0.303], [-0.002, 0.848, -0.122], [-0.651, 0.111, 0.604], [-0.243, -0.141, 0.716], [0.795, -0.036, -0.314], [0.062, 0.351, 0.290], [0.265, 0.026, -0.148], [-0.671, -0.066, -0.923], [-1.237, -0.135, -0.456], [0.268, -0.330, 0.260], [-0.738, -0.827, 0.472], [-0.121, 0.379, 0.026], [0.232, -0.024, 0.130], [-0.582, -0.113, -0.193], [-0.496, 0.155, 0.893], [-0.256, 0.202, 0.196], [0.062, -0.876, 0.574], [0.226, 0.599, 0.066], [1.022, 0.371, 0.541], [0.096, 0.092, -0.078], [-0.556, -0.166, 0.387], [0.281, 0.041, 0.035], [-0.594, 0.489, -0.449], [-0.179, 0.314, 0.423], [0.665, -0.882, -0.429], [0.899, -1.020, -0.864], [0.392, 0.008, 0.256], [-0.389, -0.268, -0.145], [-0.306, 0.148, 0.137], [0.735, 0.019, -0.213], [0.269, -0.147, 0.630], [-0.649, 0.034, -0.182], [0.766, 0.572, -0.164], [-0.508, 0.189, -0.183], [0.060, 0.438, -0.268], [-0.410, 0.440, -0.141], [0.290, 0.670, -0.546], [0.878, -0.019, -0.048], [0.225, -0.661, -0.140], [-0.525, 0.569, -0.554], [0.166, 0.239, 0.196], [-0.380, 0.823, -0.145], [-0.698, -0.538, 0.028], [-0.292, 0.136, 0.320], [-0.139, 0.282, 0.512], [-0.101, -1.148, -0.223], [-0.455, -0.238, 0.000], [-0.110, -0.407, -0.063], [0.240, -0.042, 0.440], [-0.467, -1.187, 0.140], [-0.230, 0.288, -0.756], [0.108, 0.524, -0.108]], "lowdin_spin": [0.0000, 0.0000, 0.0867, 0.0000, 0.0009, 0.0000, 0.0000, 0.0001, 0.7061, 0.0000, 0.0000, 0.0000, 0.0000, 0.0000, 0.0092, 0.0000, 0.0001, 0.0194, 0.0000, 0.0843, 0.0000, 0.0024, 0.0000, 0.0002, -0.0001, 0.0000, 0.0000, 0.0077, 0.0001, -0.0001, 0.0000, 0.0000, 0.0000, 0.0000, 0.0000, 0.0000, 0.0000, 0.0000, 0.0007, 0.0000, 0.0000, 0.0738, 0.0002, 0.0000, 0.0000, 0.0000, 0.0000, 0.0000, 0.0000, 0.0000, 0.0000, 0.0000, 0.0000, 0.0053, 0.0000, 0.0000, 0.0000, 0.0001, 0.0000, 0.0000, -0.0001, 0.0000, 0.0000, 0.0000, 0.0000, 0.0005, 0.0000, 0.0024, 0.0000, 0.0000, 0.0000, 0.0000, 0.0000, 0.0000, 0.0000, 0.0000, 0.0000, 0.0000, 0.0000, 0.0000, 0.0000, 0.0000, 0.0000, 0.0000, 0.0000, 0.0000, 0.0000, 0.0000, 0.0000, 0.0000, -0.0001, 0.0000, 0.0000, 0.0000, 0.0000, 0.0000, 0.0000, 0.0000, 0.0000, 0.0000, 0.0007, 0.0000, 0.0000, 0.0001, 0.0000, 0.0000, 0.0000, 0.0000, 0.0000, 0.0000, 0.0000, 0.0000, 0.0000, 0.0000, 0.0000, 0.0002, 0.0000, 0.0000, 0.0000, 0.0000, 0.0000, 0.0001, 0.0000, 0.0000, -0.0010]}